[1]
# C66H176N12O21

A 16-piece molecular cluster, C66H176N12O21 overall in a non-equilibrium geometry (ωB97M-V/def2-TZVPD, the OMol25 dataset).

Cartesian coordinates (Å):
C1 -2.177 -4.853 -2.568
C2 -3.043 -5.888 -1.964
C3 -4.255 -5.340 -1.142
O1 -3.750 -4.480 -0.129
C4 -4.716 -4.220 0.960
N1 -3.599 -6.628 -3.064
H1 -1.550 -4.284 -1.881
H2 -2.708 -4.236 -3.292
H3 -1.428 -5.306 -3.218
H4 -2.495 -6.563 -1.307
H5 -4.870 -6.193 -0.857
H6 -4.900 -4.735 -1.779
H7 -5.141 -3.217 0.924
H8 -4.086 -4.221 1.850
H9 -5.544 -4.920 1.070
H10 -3.938 -6.010 -3.787
H11 -2.855 -7.030 -3.615
C5 -2.705 5.461 -2.965
C6 -2.917 4.228 -3.787
C7 -4.315 4.287 -4.484
O2 -5.459 4.321 -3.627
C8 -6.715 4.140 -4.374
N2 -1.894 4.152 -4.803
H12 -3.464 5.778 -2.250
H13 -2.528 6.306 -3.630
H14 -1.811 5.475 -2.341
H15 -2.943 3.345 -3.147
H16 -4.276 3.343 -5.028
H17 -4.357 5.071 -5.240
H18 -6.689 4.732 -5.289
H19 -7.566 4.228 -3.699
H20 -6.776 3.164 -4.854
H21 -1.034 4.044 -4.285
H22 -1.864 4.996 -5.356
C9 -4.288 -5.954 6.087
C10 -4.373 -6.092 4.542
C11 -2.944 -6.190 3.830
O3 -2.278 -4.946 4.086
C12 -0.856 -5.077 3.609
N3 -5.196 -7.185 4.082
H23 -5.297 -5.777 6.461
H24 -3.781 -5.059 6.449
H25 -3.955 -6.819 6.660
H26 -4.846 -5.181 4.177
H27 -3.087 -6.313 2.756
H28 -2.470 -7.035 4.331
H29 -0.767 -5.165 2.526
H30 -0.164 -5.689 4.187
H31 -0.518 -4.084 3.904
H32 -4.720 -8.074 4.044
H33 -6.094 -7.296 4.531
C13 1.675 4.529 -2.001
C14 1.905 6.102 -2.276
C15 1.153 7.049 -1.310
O4 -0.171 7.376 -1.687
C16 -0.984 7.628 -0.548
N4 3.338 6.254 -2.122
H34 2.210 4.208 -1.107
H35 2.036 3.809 -2.736
H36 0.607 4.323 -1.939
H37 1.722 6.432 -3.299
H38 1.817 7.914 -1.304
H39 1.207 6.571 -0.332
H40 -2.065 7.722 -0.654
H41 -0.701 8.452 0.107
H42 -0.843 6.832 0.183
H43 3.805 6.000 -2.980
H44 3.547 7.242 -2.129
C17 7.516 3.898 -4.142
C18 7.549 2.339 -3.909
C19 6.239 1.748 -3.357
O5 5.743 2.501 -2.219
C20 4.569 2.118 -1.511
N5 8.048 1.705 -5.058
H45 6.668 4.185 -4.764
H46 8.394 4.261 -4.677
H47 7.372 4.437 -3.205
H48 8.302 2.109 -3.156
H49 6.150 0.678 -3.173
H50 5.525 1.970 -4.150
H51 4.296 2.866 -0.767
H52 4.626 1.125 -1.067
H53 3.730 2.184 -2.203
H54 9.024 1.951 -5.145
H55 8.104 0.709 -4.901
C21 0.011 1.681 -5.900
C22 0.541 0.463 -5.218
C23 2.082 0.434 -5.400
O6 2.444 0.500 -6.791
C24 3.783 0.371 -7.096
N6 0.120 0.520 -3.810
H56 0.365 2.584 -5.403
H57 -1.071 1.617 -5.787
H58 0.292 1.644 -6.953
H59 0.216 -0.445 -5.726
H60 2.462 -0.453 -4.894
H61 2.503 1.318 -4.921
H62 3.870 0.489 -8.176
H63 4.100 -0.639 -6.839
H64 4.346 1.128 -6.550
H65 -0.195 -0.438 -3.751
H66 -0.762 0.981 -3.983
C25 2.475 1.378 2.712
C26 2.595 2.815 3.136
C27 2.763 3.920 2.021
O7 3.418 5.046 2.663
C28 3.661 6.145 1.702
N7 1.307 2.980 3.915
H67 3.314 0.979 2.142
H68 1.688 1.340 1.959
H69 2.240 0.739 3.563
H70 3.348 2.763 3.922
H71 1.829 4.131 1.501
H72 3.479 3.509 1.309
H73 4.101 6.963 2.273
H74 2.710 6.471 1.281
H75 4.235 5.803 0.841
H76 1.166 3.970 4.052
H77 1.556 2.667 4.843
C29 2.086 -2.698 3.144
C30 3.292 -2.906 2.246
O8 3.064 -3.905 1.335
H78 1.222 -2.289 2.620
H79 2.273 -1.832 3.779
H80 1.805 -3.565 3.741
H81 4.208 -3.290 2.696
H82 3.555 -1.976 1.743
H83 2.408 -4.519 1.674
C31 -4.656 0.111 -2.064
C32 -4.340 -1.046 -1.044
O9 -3.503 -2.002 -1.703
H84 -5.420 -0.009 -2.832
H85 -3.842 0.517 -2.664
H86 -5.018 0.995 -1.538
H87 -5.277 -1.505 -0.728
H88 -3.853 -0.761 -0.111
H89 -3.771 -2.801 -1.243
C33 -3.803 -1.117 -5.364
C34 -2.578 -2.144 -5.208
O10 -1.796 -1.562 -4.095
H90 -4.159 -1.178 -6.392
H91 -3.491 -0.089 -5.177
H92 -4.626 -1.389 -4.704
H93 -1.911 -2.275 -6.060
H94 -2.970 -3.149 -5.045
H95 -2.377 -1.577 -3.331
C35 -0.287 -0.749 0.593
C36 -0.565 0.576 -0.203
O11 0.527 1.143 -0.874
H96 0.631 -0.722 1.180
H97 -0.106 -1.654 0.013
H98 -1.135 -0.996 1.232
H99 -0.659 1.323 0.586
H100 -1.529 0.565 -0.712
H101 0.531 1.066 -1.831
C37 2.513 -5.118 -1.760
O12 2.860 -5.861 -2.940
C38 1.868 -5.981 -3.972
C39 2.338 -6.989 -5.073
N8 3.389 -6.673 -6.085
C40 4.600 -6.363 -5.293
C41 5.802 -5.844 -6.149
O13 5.290 -4.938 -7.073
C42 6.340 -4.354 -7.793
H102 2.134 -4.176 -2.158
H103 3.416 -4.950 -1.172
H104 1.779 -5.585 -1.104
H105 1.823 -5.008 -4.462
H106 0.820 -6.101 -3.697
H107 1.485 -7.263 -5.694
H108 2.724 -7.837 -4.508
H109 3.118 -5.928 -6.711
H110 5.068 -7.108 -4.649
H111 4.301 -5.470 -4.744
H112 6.325 -6.635 -6.687
H113 6.592 -5.420 -5.530
H114 5.966 -3.584 -8.468
H115 6.921 -5.036 -8.414
H116 7.085 -3.797 -7.225
C43 4.419 -1.995 -2.196
O14 5.410 -1.790 -1.225
C44 6.361 -2.872 -1.198
C45 7.330 -2.635 0.045
N9 8.147 -1.557 -0.316
C46 9.452 -1.555 0.511
C47 10.417 -2.762 0.011
O15 11.747 -2.734 0.675
C48 12.708 -1.871 -0.096
H117 4.583 -1.597 -3.197
H118 3.438 -1.656 -1.863
H119 4.281 -3.043 -2.463
H120 6.849 -2.907 -2.172
H121 5.755 -3.754 -0.988
H122 7.796 -3.604 0.223
H123 6.703 -2.357 0.893
H124 7.638 -0.690 -0.217
H125 9.213 -1.573 1.574
H126 9.875 -0.572 0.306
H127 10.473 -2.624 -1.069
H128 10.061 -3.752 0.294
H129 12.132 -1.098 -0.605
H130 13.322 -2.392 -0.830
H131 13.310 -1.481 0.725
C49 -5.345 0.746 6.764
O16 -5.794 -0.275 5.917
C50 -4.871 -0.739 4.936
C51 -5.369 -1.996 4.208
N10 -5.588 -1.594 2.812
C52 -6.960 -1.068 2.553
C53 -7.207 -0.393 1.150
O17 -6.346 0.696 1.073
C54 -6.974 1.875 1.494
H132 -5.019 1.529 6.078
H133 -4.498 0.284 7.271
H134 -6.204 1.058 7.357
H135 -3.903 -1.026 5.346
H136 -4.648 0.043 4.210
H137 -6.278 -2.375 4.677
H138 -4.513 -2.670 4.180
H139 -4.934 -0.878 2.531
H140 -7.027 -0.354 3.374
H141 -7.602 -1.905 2.830
H142 -8.203 0.033 1.033
H143 -7.095 -1.180 0.405
H144 -7.937 2.184 1.086
H145 -6.253 2.641 1.209
H146 -6.936 2.040 2.571
C55 -3.080 4.861 1.753
O18 -2.413 6.017 2.260
C56 -3.259 6.944 2.913
C57 -4.223 7.748 2.036
N11 -4.937 8.714 2.920
C58 -5.878 9.620 2.254
C59 -6.475 10.646 3.256
O19 -7.668 11.287 2.931
C60 -7.967 12.294 3.823
H147 -2.458 4.468 0.949
H148 -3.993 5.164 1.240
H149 -3.200 4.113 2.536
H150 -2.580 7.720 3.267
H151 -3.678 6.522 3.826
H152 -4.875 7.057 1.502
H153 -3.578 8.312 1.363
H154 -5.535 8.315 3.630
H155 -6.702 9.150 1.716
H156 -5.313 10.027 1.416
H157 -5.706 11.361 3.548
H158 -6.646 10.113 4.191
H159 -8.225 11.817 4.768
H160 -8.894 12.743 3.468
H161 -7.241 13.048 4.129
C61 -0.966 -6.327 7.387
O20 0.437 -6.257 7.525
C62 0.955 -5.070 6.967
C63 0.862 -3.808 7.874
N12 -0.350 -3.162 8.096
C64 -1.065 -2.772 6.818
C65 -0.410 -1.567 6.173
O21 -0.408 -0.465 7.180
C66 0.857 -0.149 7.728
H162 -1.514 -5.750 8.132
H163 -1.164 -7.373 7.621
H164 -1.210 -6.180 6.335
H165 0.458 -4.997 6.000
H166 2.003 -5.354 6.868
H167 1.523 -3.071 7.416
H168 1.294 -4.036 8.848
H169 -0.261 -2.417 8.773
H170 -2.062 -2.562 7.205
H171 -1.134 -3.604 6.117
H172 -1.130 -1.270 5.411
H173 0.538 -1.647 5.641
H174 1.358 0.643 7.171
H175 1.587 -0.954 7.641
H176 0.830 0.101 8.788

Its HOMO energy is -0.3118 hartree. The HOMO-LUMO gap is 8.8838 eV. The value obtained for the LUMO energy is 0.40 eV.

=====

[2]
# C66H46IrN6O2S2

C66H46IrN6O2S2 as an isolated structure (ωB97M-V/def2-TZVPD, the OMol25 dataset).

Cartesian coordinates (Å):
Ir1 -1.103 0.029 0.059
C1 -6.859 1.177 -3.665
C2 -6.963 0.951 -2.303
C3 -6.054 0.123 -1.655
C4 -5.031 -0.493 -2.364
C5 -4.939 -0.266 -3.736
C6 -5.840 0.564 -4.382
C7 -4.008 -1.422 -1.709
C8 -4.061 -1.362 -0.164
C9 -5.012 -1.987 0.632
C10 -4.629 -1.800 1.950
C11 -3.436 -1.048 1.937
C12 -2.605 -0.625 3.015
C13 -2.494 -1.343 4.307
C14 -3.332 -2.395 4.699
C15 -3.164 -3.038 5.913
C16 -2.132 -2.678 6.767
C17 -1.243 -1.695 6.365
C18 -1.410 -1.056 5.150
C19 -1.869 0.578 2.916
N1 -1.318 1.161 1.819
C20 -0.936 2.437 2.180
C21 -0.247 3.330 1.376
C22 -0.252 4.794 1.626
C23 -0.044 5.406 2.863
C24 -0.165 6.779 3.013
C25 -0.495 7.579 1.929
C26 -0.677 6.991 0.687
C27 -0.551 5.619 0.538
C28 0.527 2.937 0.220
C29 1.694 3.679 -0.159
C30 2.196 3.058 -1.257
C31 1.298 1.993 -1.586
N2 0.321 1.895 -0.580
C32 1.259 1.389 -2.843
C33 0.180 0.609 -3.275
C34 -0.103 -0.019 -4.516
C35 -1.321 -0.675 -4.368
C36 -1.733 -0.397 -3.053
N3 -0.859 0.386 -2.426
C37 2.384 1.573 -3.796
C38 3.066 0.454 -4.267
C39 4.106 0.595 -5.173
C40 4.470 1.853 -5.633
C41 3.778 2.970 -5.189
C42 2.740 2.831 -4.279
C43 -1.354 2.674 3.534
C44 -1.846 1.513 4.010
N4 -3.132 -0.734 0.628
H1 -7.564 1.826 -4.166
H2 -7.753 1.421 -1.734
H3 -6.137 -0.030 -0.588
H4 -4.154 -0.743 -4.310
H5 -5.745 0.732 -5.446
H6 -5.879 -2.517 0.274
H7 -5.219 -2.056 2.809
H8 -4.105 -2.752 4.046
H9 -3.839 -3.839 6.183
H10 -2.000 -3.186 7.712
H11 -0.390 -1.444 6.981
H12 -0.646 -0.364 4.826
H13 0.288 4.826 3.712
H14 0.009 7.222 3.984
H15 -0.599 8.649 2.051
H16 -0.923 7.597 -0.174
H17 -0.719 5.173 -0.434
H18 2.081 4.540 0.357
H19 3.084 3.320 -1.804
H20 0.500 0.035 -5.408
H21 -1.841 -1.262 -5.107
H22 2.788 -0.523 -3.893
H23 4.633 -0.283 -5.521
H24 5.281 1.961 -6.340
H25 4.037 3.954 -5.557
H26 2.180 3.701 -3.964
H27 -1.248 3.583 4.093
H28 -2.261 1.331 4.986
C45 6.515 -3.417 0.827
C46 5.115 -2.975 1.153
C47 4.883 -1.965 2.080
C48 3.597 -1.549 2.381
C49 2.519 -2.149 1.744
C50 2.725 -3.172 0.826
C51 4.020 -3.572 0.538
S1 0.916 -1.601 2.269
O1 0.484 -2.543 3.268
O2 1.052 -0.220 2.631
N5 -0.129 -1.659 0.992
C52 -0.641 -2.858 0.548
C53 -0.388 -4.140 1.075
C54 -1.000 -5.238 0.529
C55 -1.924 -5.112 -0.518
C56 -2.241 -3.888 -1.055
C57 -3.345 -3.840 -2.020
C58 -4.154 -2.818 -2.274
C59 -2.631 -0.852 -1.940
N6 -1.623 -1.507 -1.075
C60 -1.533 -2.742 -0.577
H29 7.242 -2.661 1.119
H30 6.628 -3.604 -0.240
H31 6.762 -4.342 1.352
H32 5.724 -1.475 2.556
H33 3.423 -0.740 3.076
H34 1.896 -3.629 0.306
H35 4.180 -4.351 -0.198
H36 0.263 -4.256 1.926
H37 -0.799 -6.215 0.946
H38 -2.440 -5.989 -0.887
H39 -3.564 -4.789 -2.498
H40 -4.972 -2.969 -2.968
H41 -2.798 0.132 -1.480
S2 2.605 -0.509 -0.798
C61 4.208 0.100 -0.725
C62 4.549 1.057 0.247
C63 5.838 1.552 0.318
C64 6.811 1.091 -0.564
C65 6.491 0.136 -1.524
C66 5.200 -0.352 -1.609
H42 3.781 1.397 0.931
H43 6.090 2.294 1.064
H44 7.820 1.477 -0.504
H45 7.248 -0.216 -2.212
H46 4.936 -1.091 -2.355

Its HOMO energy (alpha / beta) is -0.2257 / -0.2582 hartree. As for the spin multiplicity: 6. The HOMO-LUMO gap (alpha / beta) is 5.1661 / 5.1142 eV. The value obtained for the LUMO energy (alpha / beta) is -0.98 / -1.91 eV. Its expectation value of S² is 8.92.

=====

Energy relative to the best compared isomer or geometry (same formula, charge and spin) list, top to bottom, in kJ/mol: 504.36; 0.00
E list, top to bottom, in eV: -132154.1875; -106727.4779